DFT (ωB97M-V/def2-TZVPD) results for a structure of composition C45H44As2FI2InN5O6S2.

The geometry in XYZ format:
```
108
Properties=species:S:1:pos:R:3:mulliken_charge:R:1
In -1.1594 -0.1054 0.8162 1.655
I -1.9766 -6.8228 4.9575 0.068
C -1.8135 -5.2166 3.6323 -0.671
C -2.0995 -5.3985 2.2853 -0.210
C -1.9285 -4.3375 1.4151 -0.720
I -2.5365 -4.5202 -0.5783 0.036
C -1.4068 -3.0937 1.8290 0.134
O -1.0970 -2.1888 0.9355 0.577
C -1.2724 -2.9018 3.2217 -0.180
C -0.9730 -1.5281 3.7632 -0.234
N -1.8358 -0.4999 3.1282 -0.228
C -3.2683 -0.7787 3.2522 -1.153
C -4.0686 -0.4529 2.0106 0.829
C -5.4518 -0.3937 2.0693 -1.130
C -6.1722 -0.2609 0.8957 -0.446
C -5.4962 -0.2075 -0.3134 -1.277
C -4.1192 -0.2382 -0.2946 -0.492
N -3.4238 -0.3380 0.8492 0.534
C -1.4498 -3.9658 4.0982 -0.509
H -2.4656 -6.3496 1.9243 0.456
H 0.0570 -1.2523 3.5524 -0.458
H -1.1202 -1.5327 4.8474 0.555
H -1.6303 0.4141 3.5164 0.349
H -3.7127 -0.2817 4.1170 0.554
H -3.3835 -1.8535 3.4058 0.347
H -5.9511 -0.4746 3.0264 0.517
H -7.2528 -0.2088 0.9246 0.438
H -6.0211 -0.1244 -1.2542 0.534
H -3.5300 -0.1907 -1.2020 0.865
H -1.3146 -3.8046 5.1617 0.462
F 6.1293 -0.9315 -1.7449 -0.384
C 5.7659 -0.7270 -0.4762 0.442
C 4.6008 -1.1766 -0.0128 -0.132
N 4.2098 -0.9844 1.3021 0.296
C 2.9347 -1.5337 1.7658 -1.708
C 1.7394 -0.8899 1.0579 0.602
O 1.5860 -1.1269 -0.1433 -0.238
O 0.9500 -0.1747 1.7673 -0.313
C 5.0110 -0.3109 2.2015 0.496
O 4.6851 -0.0894 3.3528 -0.652
N 6.2035 0.1346 1.6776 -0.074
C 6.6947 0.0053 0.3718 0.180
O 7.7589 0.4671 0.0477 -0.599
H 3.8981 -1.7014 -0.6447 0.496
H 2.8797 -1.3782 2.8370 0.301
H 2.9171 -2.6020 1.5475 0.360
H 6.8110 0.6112 2.3304 0.244
C 1.1541 1.4863 4.4298 -0.946
As 1.0126 2.5307 2.8249 1.149
C 2.6975 2.3733 1.9204 -0.240
C 0.9732 4.3590 3.4322 -1.287
S -0.8033 2.3469 1.7104 -0.498
H 2.0178 1.8500 4.9865 0.538
H 1.3054 0.4442 4.1659 0.057
H 0.2530 1.6098 5.0274 0.397
H 3.3059 3.2288 2.2095 0.631
H 2.5465 2.3557 0.8431 -0.186
H 3.1689 1.4539 2.2540 -0.388
H 1.7435 4.5015 4.1896 0.441
H -0.0049 4.5907 3.8455 0.390
H 1.1734 5.0098 2.5836 0.361
O -1.1026 -0.3571 -1.2441 0.452
As 0.0004 -0.7889 -2.4346 1.488
C 0.5812 -2.6150 -2.5648 0.581
C 0.5929 -3.4982 -1.4906 -0.481
C 0.9540 -4.8196 -1.7032 -1.218
C 1.3141 -5.2545 -2.9712 -0.670
C 1.3056 -4.3696 -4.0409 -0.818
C 0.9240 -3.0517 -3.8450 -0.624
C -0.9940 -0.5297 -4.0568 0.011
C -0.6622 0.4628 -4.9696 -0.486
C -1.4048 0.5994 -6.1366 -0.808
C -2.4717 -0.2508 -6.3830 -0.579
C -2.8093 -1.2374 -5.4630 -0.725
C -2.0699 -1.3811 -4.3012 -0.453
C 1.4124 0.5037 -2.4549 -0.142
C 2.5669 0.3083 -3.1987 -0.640
C 3.5636 1.2750 -3.1771 -0.849
C 3.4060 2.4178 -2.4061 -0.929
C 2.2452 2.6063 -1.6632 -0.204
C 1.2400 1.6510 -1.6880 0.220
H 0.2938 -3.1595 -0.5097 0.902
H 0.9378 -5.5141 -0.8731 0.522
H 1.5897 -6.2889 -3.1302 0.428
H 1.5830 -4.7058 -5.0311 0.453
H 0.8936 -2.3751 -4.6902 0.451
H 0.1678 1.1305 -4.7752 0.396
H -1.1485 1.3704 -6.8512 0.429
H -3.0437 -0.1471 -7.2961 0.411
H -3.6448 -1.8971 -5.6570 0.445
H -2.3251 -2.1537 -3.5838 0.435
H 2.6979 -0.5946 -3.7840 0.435
H 4.4669 1.1339 -3.7540 0.464
H 4.1928 3.1611 -2.3786 0.416
H 2.1345 3.5043 -1.0645 0.533
H 0.3266 1.7698 -1.1132 0.041
S -2.8617 2.5790 -0.7903 -0.078
C -2.4722 4.2116 -0.6467 0.362
N -1.2504 4.6619 -1.0472 0.074
C -0.8382 5.9541 -0.9918 -0.185
C -1.6678 6.9144 -0.5168 -0.814
C -2.9554 6.5211 -0.0847 -0.141
C -3.3434 5.2146 -0.1419 -0.842
H -0.6283 3.9511 -1.4104 0.078
H 0.1623 6.1561 -1.3460 0.447
H -1.3457 7.9439 -0.4799 0.425
H -3.6398 7.2696 0.2946 0.417
H -4.3185 4.8937 0.1927 0.430
```

Calculated values
Calculated total energy ... -234553.8683 eV
Frontier orbital gap ... 7.33 eV
Net charge ... +1
ΔE to the lowest compared entry with this formula, charge and spin ... 25.3 kcal/mol

---

DFT (ωB97M-V/def2-TZVPD) results for a structure of composition C45H44ClIrN8O3S.

The geometry in XYZ format:
```
103
Properties=species:S:1:pos:R:3:lowdin_spin:R:1
Ir -9.3861 -21.2705 -2.2836 0.972
C -13.5364 -23.6527 -3.0471 0.001
O -12.1509 -23.2307 -3.2248 0.029
C -11.7746 -22.9026 -4.4998 0.041
C -12.6539 -22.8876 -5.6013 -0.004
C -12.1396 -22.6873 -6.9093 0.028
C -10.7528 -22.4689 -7.0583 0.002
C -9.8539 -22.4589 -6.0063 0.033
C -10.3869 -22.6628 -4.7008 0.083
N -9.5185 -22.6780 -3.6179 0.558
N -8.6088 -23.6051 -3.6260 0.647
C -8.5194 -24.3422 -2.4819 0.156
C -9.1762 -24.0251 -1.2677 0.164
O -9.7809 -22.8833 -1.0209 0.265
C -9.3039 -25.0767 -0.2756 0.073
C -8.4658 -26.1748 -0.3372 0.083
C -7.4376 -26.2676 -1.3743 0.138
C -6.2884 -27.0920 -1.2942 -0.003
C -5.2806 -26.9958 -2.2513 0.204
C -5.4256 -26.1514 -3.3771 0.063
C -6.5433 -25.3355 -3.4723 0.067
C -7.5128 -25.3706 -2.4667 0.200
H -14.1980 -22.8315 -3.3686 0.000
H -13.6628 -23.7509 -1.9534 0.000
H -13.7246 -24.5949 -3.6071 0.000
H -13.6949 -23.0620 -5.3725 0.000
H -12.8011 -22.7671 -7.7561 0.001
H -10.3800 -22.2874 -8.0431 0.001
H -8.8114 -22.3186 -6.2372 -0.001
H -10.0102 -24.9445 0.5696 0.001
H -8.4835 -26.9544 0.4581 0.002
H -6.0349 -27.7781 -0.4314 -0.002
H -4.4667 -27.6647 -2.1971 0.010
H -4.6017 -26.0811 -4.0910 0.001
H -6.7202 -24.6484 -4.2898 0.004
N -7.3851 -18.7136 -4.9468 0.134
C -8.2670 -18.1528 -5.8717 0.090
C -7.6736 -17.5916 -7.0030 0.000
C -8.4072 -17.3089 -8.1047 0.050
C -9.8164 -17.4608 -8.0328 0.035
C -10.4379 -17.8591 -6.8576 0.004
C -9.6532 -18.1925 -5.6988 0.110
S -10.3904 -19.0169 -4.3582 0.368
N -9.0728 -19.7991 -3.6770 0.159
C -7.7886 -19.4773 -3.9501 0.012
C -6.7818 -20.0298 -3.0921 0.012
C -5.5170 -19.4105 -2.9142 -0.003
C -4.7111 -19.8991 -1.8674 0.003
C -5.1555 -20.9446 -1.0844 -0.001
C -6.4270 -21.5195 -1.3232 0.015
N -7.2297 -21.0375 -2.2826 0.107
H -6.3886 -18.4301 -5.0564 0.003
H -6.6200 -17.3864 -6.9871 -0.001
H -7.9457 -16.9482 -9.0210 0.002
H -10.4970 -17.1553 -8.8486 0.001
H -11.5289 -17.8408 -6.7908 -0.001
H -5.1238 -18.6915 -3.6342 0.001
H -3.7255 -19.4483 -1.6821 0.000
H -4.5211 -21.3772 -0.3446 0.000
H -6.8478 -22.3767 -0.8076 0.002
C -7.1092 -15.9685 0.1813 0.000
C -8.2775 -15.1546 -0.4099 0.000
C -7.8424 -13.6735 -0.4883 0.000
C -8.4216 -15.5346 -1.9043 0.000
C -9.6113 -15.2299 0.4045 0.000
O -9.2745 -14.4459 1.5732 0.000
C -10.8186 -14.3918 -0.2027 0.000
C -11.8681 -15.1414 -1.0192 0.000
C -11.9681 -14.7180 -2.4737 0.001
C -12.2798 -15.6981 -3.4023 0.002
C -12.4436 -15.3716 -4.7574 0.000
C -11.9535 -14.1380 -5.2185 0.000
Cl -11.9476 -13.8096 -6.9435 0.000
C -11.6911 -13.1252 -4.2816 0.002
C -11.7232 -13.4235 -2.9041 0.000
C -10.0682 -16.6621 0.9281 0.000
N -10.1438 -17.8962 0.0641 0.003
C -9.2275 -18.7731 -0.3567 0.004
N -9.8323 -19.8644 -0.7853 0.030
C -11.1797 -19.5826 -0.6413 0.021
N -11.4031 -18.3546 -0.2175 0.005
H -6.1778 -15.6144 -0.2530 0.000
H -7.0896 -17.0471 -0.0495 0.000
H -7.0898 -15.8990 1.2597 0.000
H -6.8591 -13.6139 -0.9755 0.000
H -7.7585 -13.1041 0.4336 0.000
H -8.5585 -13.1244 -1.1054 0.000
H -7.4267 -15.5738 -2.3285 0.000
H -8.9856 -14.7672 -2.4533 0.000
H -8.8499 -16.5361 -2.0426 0.000
H -9.7599 -14.7402 2.3456 0.000
H -10.3332 -13.6045 -0.7923 0.000
H -11.3326 -13.9344 0.6468 0.000
H -12.8064 -14.8534 -0.5510 0.000
H -11.8134 -16.2447 -0.9233 0.000
H -12.4338 -16.7013 -3.0288 0.001
H -12.7911 -16.1260 -5.4901 0.000
H -11.3113 -12.1585 -4.6137 0.000
H -11.6265 -12.6021 -2.2308 0.000
H -11.0447 -16.5337 1.3991 0.000
H -9.3363 -16.9396 1.6899 0.000
H -8.1730 -18.6327 -0.2448 0.000
H -11.9317 -20.3497 -0.8405 0.008
```

Calculated values
Calculated total energy ... -91608.5097 eV
Expectation value of S² ... 8.81
Frontier orbital gap (spin up / spin down) ... 5.20 / 3.29 eV
Spin multiplicity ... 6
Net charge ... +3

---

DFT (ωB97M-V/def2-TZVPD) results for a structure of composition C45H44FeN3O5.

The geometry in XYZ format:
```
98
Properties=species:S:1:pos:R:3:lowdin_spin:R:1
C 3.8919 -5.8208 0.1702 0.036
O 3.9075 -5.4098 -1.2374 0.117
C 2.8053 -4.7134 -1.6570 0.413
C 1.5276 -4.9664 -1.0155 0.165
C 0.7008 -3.6681 -0.8548 0.085
C 1.0588 -2.4721 -1.6843 0.413
C 2.1437 -2.5277 -2.5359 0.159
C 2.9721 -3.6747 -2.6077 0.369
Fe 1.0667 -6.8943 -1.7920 1.784
C -0.6276 -7.2607 -1.6850 0.043
O -1.7519 -7.5500 -1.7537 0.015
C 1.7704 -8.4665 -1.5232 0.091
O 2.1420 -9.5658 -1.5235 0.052
C 1.1517 -7.0748 -3.5375 0.057
O 1.3748 -7.3799 -4.6380 0.022
H 4.9380 -6.0156 0.4235 0.004
H 3.4718 -5.0280 0.8170 0.008
H 3.2914 -6.7401 0.3005 0.011
H 1.5430 -5.4888 -0.0271 0.032
H -0.3596 -3.9132 -1.0172 0.020
H 0.7903 -3.3798 0.2153 0.029
H 0.2815 -1.7225 -1.6928 0.020
H 2.4287 -1.6722 -3.1608 0.005
H 3.8504 -3.6628 -3.2574 0.025
C 3.1074 5.8057 -1.4270 0.002
C 2.1709 4.8024 -0.8199 0.011
C 0.9537 4.5366 -1.4385 -0.001
C -0.0255 3.7435 -0.8270 0.014
C -1.3997 3.7001 -1.4239 0.002
C 0.3267 3.0782 0.3535 0.011
N -0.6140 2.1925 0.9551 0.123
C -1.1287 1.0373 0.4068 0.348
C -1.0035 0.5419 -0.9836 0.043
C 0.2671 0.3307 -1.7173 0.060
C 0.1317 0.1952 -3.1910 0.014
C 1.5335 0.5867 -1.0932 0.016
C 1.7606 0.0990 0.2092 0.028
C 3.0498 0.0386 0.7311 0.007
C 4.1101 0.5936 0.0208 0.020
C 3.9011 1.1400 -1.2501 0.003
C 2.6261 1.1583 -1.8046 0.020
O -2.0717 0.2981 -1.6003 0.029
N -2.1745 0.6895 1.1897 0.148
C -3.2375 -0.2401 0.9698 0.012
C -2.9245 -1.5769 0.6735 0.015
C -1.5263 -2.0748 0.8416 0.007
C -3.9377 -2.4239 0.2159 -0.002
C -5.2556 -1.9805 0.1195 0.016
C -6.3028 -2.8857 -0.4490 0.003
C -5.5593 -0.6816 0.5376 -0.001
C -4.5698 0.2106 0.9660 0.014
C -4.9149 1.6204 1.2920 0.003
N -2.2210 1.4772 2.3252 0.009
C -1.2840 2.3812 2.1688 0.000
C -1.0234 3.4748 3.0873 0.001
C -1.1190 3.1785 4.4630 0.001
C -0.7583 4.1444 5.4059 0.001
C -0.3746 5.4256 4.9817 0.003
C -0.3677 5.7487 3.6218 0.000
C -0.7210 4.7948 2.6737 0.002
C 1.5592 3.2888 0.9845 0.009
C 1.9650 2.6378 2.2727 0.003
C 2.4782 4.1433 0.3656 -0.001
H 4.0231 5.8903 -0.8334 0.000
H 3.3808 5.5382 -2.4569 0.001
H 2.6391 6.7997 -1.4709 0.001
H 0.7296 4.9984 -2.3990 0.000
H -2.1826 3.9437 -0.6902 0.001
H -1.4491 4.4578 -2.2185 0.000
H -1.6388 2.7308 -1.8780 0.000
H 1.0489 -0.1973 -3.6464 0.001
H -0.6949 -0.4860 -3.4350 0.002
H -0.1087 1.1734 -3.6481 0.006
H 0.8925 -0.3018 0.7485 0.007
H 3.1836 -0.4148 1.7148 0.000
H 5.0956 0.6074 0.4780 0.002
H 4.7406 1.5660 -1.8006 0.000
H 2.4354 1.6161 -2.7843 0.001
H -1.4676 -3.1104 0.4923 0.002
H -0.8168 -1.4915 0.2351 0.003
H -1.1753 -2.0444 1.8894 0.001
H -3.6649 -3.4388 -0.0839 0.000
H -7.2988 -2.5802 -0.1270 0.000
H -6.2975 -2.8665 -1.5451 0.001
H -6.1359 -3.9226 -0.1435 0.000
H -6.5919 -0.3371 0.4760 0.000
H -5.9994 1.7172 1.3933 0.000
H -4.4417 1.9394 2.2239 0.001
H -4.6048 2.3076 0.4935 0.001
H -1.4288 2.1737 4.7580 0.000
H -0.7807 3.8949 6.4655 0.000
H -0.1043 6.1832 5.7166 0.000
H -0.0849 6.7471 3.2864 0.000
H -0.7407 5.0413 1.6115 0.000
H 3.0562 2.5082 2.2626 0.000
H 1.7116 3.2607 3.1434 0.000
H 1.5223 1.6460 2.4090 0.000
H 3.4530 4.2877 0.8303 0.000
```

Calculated values
Calculated total energy ... -96468.2360 eV
Expectation value of S² ... 8.82
Frontier orbital gap (spin up / spin down) ... 2.25 / 4.58 eV
Spin multiplicity ... 6
Net charge ... -2
ΔE to the lowest compared entry with this formula, charge and spin ... 0.0 kcal/mol

---

DFT (ωB97M-V/def2-TZVPD) results for a structure of composition C45H44P2Re.

The geometry in XYZ format:
```
92
Properties=species:S:1:pos:R:3:lowdin_spin:R:1
Re -1.2451 -0.7472 -2.0286 2.075
C 0.8696 -1.0677 -0.7926 0.108
C 0.9300 -1.4595 -2.1500 0.049
C 0.9591 -2.9332 -2.5126 0.018
C -0.3752 -3.4715 -3.0467 0.020
C -1.5700 -2.7772 -2.4274 0.038
C -1.6604 -2.4997 -1.0027 -0.002
C -0.6264 -2.9672 0.0254 0.008
C 0.5076 -1.9615 0.3343 0.018
C -3.0315 -0.0309 -2.5754 0.062
H 1.3303 -0.1301 -0.4735 0.005
H 1.5048 -0.8064 -2.8154 0.010
H 1.2593 -3.5378 -1.6458 0.001
H 1.7355 -3.0993 -3.2764 0.002
H -0.4204 -3.3448 -4.1454 0.001
H -0.3771 -4.5558 -2.8633 0.002
H -2.5172 -2.9860 -2.9387 0.010
H -2.6757 -2.5252 -0.5703 0.010
H -0.1823 -3.9399 -0.2318 0.000
H -1.1749 -3.1392 0.9645 0.001
H 0.2298 -1.3350 1.1952 0.001
H 1.3814 -2.5389 0.6942 0.007
H -2.9838 1.0542 -2.3535 0.016
H -3.8808 -0.4312 -2.0063 0.018
H -3.2589 -0.1548 -3.6518 0.015
P -2.7539 -1.5309 -7.0982 -0.054
P -4.5833 -2.0930 -5.3177 -0.061
C -2.7832 -3.2965 -6.7934 -0.007
C -3.7098 -3.6003 -5.8294 -0.001
C -2.7455 -1.2757 -8.9341 -0.006
C -2.6420 -2.3331 -9.8580 -0.004
C -2.3158 -2.0535 -11.1929 0.000
C -2.1978 -0.7327 -11.6352 -0.003
C -2.5156 0.3161 -10.7608 0.000
C -2.8243 0.0501 -9.4305 -0.003
C -1.1412 -0.8726 -6.6584 -0.011
C -1.1201 -0.0026 -5.5567 0.001
C 0.0960 0.4141 -5.0513 0.011
C 1.2884 0.0542 -5.6921 0.007
C 1.2381 -0.6763 -6.8892 0.000
C 0.0218 -1.1155 -7.4029 0.005
C -6.1070 -2.0934 -6.4611 -0.002
C -5.9436 -1.7602 -7.8234 -0.002
C -6.9466 -2.0074 -8.7617 0.000
C -8.1974 -2.4686 -8.3393 -0.002
C -8.4178 -2.6814 -6.9768 0.000
C -7.3815 -2.5137 -6.0487 -0.002
C -5.3264 -2.5431 -3.7193 -0.010
C -6.0824 -1.5570 -3.0564 -0.002
C -6.7475 -1.8621 -1.8729 0.001
C -6.6601 -3.1539 -1.3348 -0.002
C -5.8591 -4.1178 -1.9574 0.000
C -5.1670 -3.8051 -3.1269 -0.003
H -2.1745 -3.9708 -7.3936 -0.001
H -3.9905 -4.5933 -5.4778 0.000
H -2.8022 -3.3636 -9.5478 0.000
H -2.1490 -2.8838 -11.8868 0.000
H -1.8774 -0.5171 -12.6543 0.000
H -2.5133 1.3460 -11.1208 0.000
H -3.1111 0.8619 -8.7631 0.000
H -2.0654 0.3178 -5.1076 0.001
H 0.1186 1.0181 -4.1355 0.002
H 2.2484 0.3662 -5.2854 0.000
H 2.1709 -0.8968 -7.4110 0.000
H -0.0525 -1.6267 -8.3578 0.000
H -5.0078 -1.3281 -8.1809 -0.001
H -6.7470 -1.8505 -9.8230 0.000
H -8.9860 -2.6663 -9.0665 0.000
H -9.4043 -3.0062 -6.6396 0.000
H -7.5794 -2.7348 -4.9990 0.000
H -6.1274 -0.5482 -3.4725 0.000
H -7.3258 -1.0856 -1.3688 0.000
H -7.2040 -3.4006 -0.4244 0.000
H -5.7536 -5.1161 -1.5331 0.000
H -4.5121 -4.5480 -3.5732 0.000
C 1.7419 3.3965 0.1171 0.013
C 1.3361 2.9788 -1.1574 0.036
C 0.2392 2.1400 -1.3076 0.048
C -0.4521 1.6589 -0.1916 0.041
C -1.3857 0.5456 -0.2813 0.149
C -2.1626 0.2233 0.8352 0.108
C -1.8531 0.7771 2.0964 0.024
C -0.7988 1.6623 2.2443 0.155
C -0.0870 2.1531 1.1195 0.005
C 1.0378 2.9996 1.2383 0.058
H 2.6142 4.0326 0.2140 0.000
H 1.8754 3.2912 -2.0454 0.001
H -0.0922 1.8093 -2.3021 0.008
H -2.9912 -0.4714 0.7533 0.005
H -2.4535 0.4747 2.9559 -0.002
H -0.4899 2.0129 3.2262 0.006
H 1.3614 3.3105 2.2303 0.002
```

Calculated values
Calculated total energy ... -68064.3598 eV
Expectation value of S² ... 4.08
Frontier orbital gap (spin up / spin down) ... 2.96 / 2.19 eV
Spin multiplicity ... 4
Net charge ... +2
ΔE to the lowest compared entry with this formula, charge and spin ... 45.2 kcal/mol